# 1
82
Properties=species:S:1:pos:R:3 method="wB97M-V/def2-TZVPD" charge=-2 e_tot_ev=-87987.3711 homo_ev="-0.3049 / 0.4617" e_lumo_ev="4.264 / 4.258"
Pb 0.31666 -0.17328 0.51711
O -3.57067 -0.56884 2.69110
S -2.94098 -0.04233 1.39259
O -2.85494 -1.32809 0.55791
N -1.32461 0.29926 1.71522
C -0.79439 1.04258 2.91922
C -1.62592 1.54204 3.93734
C -1.06597 2.21768 5.03286
C 0.32073 2.40511 5.12600
C 1.15982 1.91826 4.11604
C 2.63238 2.08399 4.14911
C 3.37963 1.59350 3.14181
C 2.73138 0.89088 2.00124
N 1.51765 0.73603 1.94148
C 0.60532 1.24383 3.02101
C -3.89290 1.22403 0.56020
C -3.94037 1.25601 -0.84007
C -4.68050 2.24300 -1.49647
C -5.37444 3.20574 -0.75349
C -5.32680 3.17736 0.64223
C -4.58937 2.18898 1.30102
H -2.69690 1.41720 3.89661
H -1.71120 2.59821 5.81458
H 0.73629 2.92792 5.97829
H 3.10936 2.59701 4.97941
H 4.45908 1.70984 3.15601
H 3.32767 0.50001 1.18906
H -3.40328 0.51624 -1.42161
H -4.71365 2.26568 -2.57678
H -5.94579 3.96993 -1.26290
H -5.86546 3.92248 1.21625
H -4.55814 2.17516 2.38265
O -0.83937 -1.10876 -0.76249
N -0.86982 -2.33242 -0.56572
N -0.34667 -2.81438 0.60515
O 0.45340 -1.97425 1.41155
C -0.47454 -4.20152 0.96332
C 0.15718 -4.74203 2.10059
C 0.03049 -6.09310 2.44534
C -0.73961 -6.94347 1.65879
C -1.38150 -6.44166 0.53048
C -1.24905 -5.08922 0.19000
H 0.76397 -4.09366 2.72835
H 0.53821 -6.46675 3.32884
H -0.83934 -7.99070 1.92466
H -1.98744 -7.09361 -0.09040
H -1.76431 -4.72456 -0.69397
O 5.43231 1.66108 -2.37042
S 5.29007 0.59054 -1.39994
O 6.37222 0.26065 -0.49001
N 3.85917 0.68345 -0.61556
C 3.07947 -0.30115 -0.95913
O 1.93102 -0.61476 -0.61861
C 3.64208 -1.25783 -1.95274
C 3.11357 -2.40096 -2.53995
C 3.89869 -3.10959 -3.46009
C 5.19727 -2.67499 -3.78561
C 5.72713 -1.52688 -3.19540
C 4.92118 -0.85566 -2.29264
H 2.11105 -2.72875 -2.28283
H 3.49453 -4.00508 -3.92496
H 5.78911 -3.23907 -4.50153
H 6.72353 -1.17005 -3.42764
C 0.24323 4.48661 -1.19691
C -0.41327 3.46668 -2.08587
C -0.98586 3.87321 -3.29966
C -1.59976 2.94553 -4.13972
C -1.65002 1.60005 -3.77897
C -1.08608 1.16386 -2.57165
C -1.15327 -0.29310 -2.20499
C -0.46797 2.10639 -1.72872
N 0.11280 1.67581 -0.49145
H 0.19224 5.49043 -1.63235
H 1.30116 4.24334 -1.05444
H -0.25849 4.52403 -0.22457
H -0.95728 4.91856 -3.59949
H -2.04044 3.27234 -5.07838
H -2.13374 0.89202 -4.44867
H -1.66816 -0.87726 -2.97533
H -1.70458 -0.42546 -1.26849
H -0.14496 -0.70609 -2.09824
H -1.03923 -1.31326 0.89538

***

# 2
75
Properties=species:S:1:pos:R:3 method="wB97M-V/def2-TZVPD" charge=-1 e_tot_ev=-78025.3174 homo_ev="-4.6553 / -4.7308" multiplicity=2 e_lumo_ev="2.321 / 1.438"
Pd 0.30288 2.02164 0.08271
S 1.42461 2.91521 3.15068
C 2.33096 3.27775 1.77921
N 1.95494 3.13356 0.51518
C 2.95525 3.38426 -0.40153
C 2.83146 3.23968 -1.78248
C 3.92905 3.51353 -2.57838
C 5.13948 3.93015 -2.01869
C 5.26786 4.07630 -0.64598
C 4.17070 3.79925 0.15811
S 4.00070 3.83980 1.89370
H 1.89120 2.89568 -2.19913
H 3.84912 3.39890 -3.65233
H 5.98684 4.13755 -2.66028
H 6.20647 4.39545 -0.20964
C -0.80437 -6.50730 3.99019
C -0.80058 -5.14024 3.36043
C -1.81837 -4.74093 2.50699
C -1.83158 -3.47599 1.92272
C -2.98118 -3.11258 1.01961
C -0.78962 -2.58310 2.19592
Te -0.84536 -0.57104 1.32804
N -1.36266 0.90967 -0.37513
C -1.28003 0.50180 -1.65870
O -0.34096 0.76411 -2.42837
C -2.46415 -0.26273 -2.21792
C -2.44262 -0.66492 -3.55112
C -3.49793 -1.38757 -4.08620
C -4.58428 -1.72612 -3.28922
C -4.61530 -1.32460 -1.96104
C -3.56476 -0.58818 -1.43099
C 1.03205 -0.74213 0.38132
C 2.05204 0.07012 0.87408
C 3.28987 0.11250 0.23788
C 3.50481 -0.68124 -0.87274
C 2.49602 -1.51677 -1.33843
C 1.24710 -1.56496 -0.73281
C 0.19680 -2.50706 -1.24760
C 0.24079 -2.96354 3.06909
C 1.38673 -2.04919 3.41144
C 0.21633 -4.23589 3.63333
H -1.61244 -7.12099 3.59128
H -0.93679 -6.44408 5.07259
H 0.13669 -7.02992 3.80834
H -2.62742 -5.43113 2.28722
H -3.67455 -3.94991 0.92839
H -2.64457 -2.84152 0.01683
H -3.54260 -2.25691 1.40287
H -1.57508 -0.40236 -4.14274
H -3.47364 -1.69243 -5.12577
H -5.40757 -2.29508 -3.70478
H -5.46555 -1.57811 -1.33859
H -3.58530 -0.23900 -0.40808
H 1.88552 0.65041 1.77734
H 4.06493 0.76847 0.61536
H 4.45775 -0.65308 -1.38698
H 2.67610 -2.13615 -2.21015
H 0.42727 -2.82392 -2.26459
H -0.79096 -2.04425 -1.25958
H 0.13073 -3.39564 -0.61196
H 1.06708 -1.01237 3.53204
H 2.14421 -2.05367 2.62543
H 1.86408 -2.36712 4.33924
H 1.01710 -4.52321 4.30911
F -2.99623 7.03916 -0.98665
C -2.27038 5.91227 -0.74421
C -1.77559 5.69644 0.52368
C -1.03022 4.54681 0.76127
C -0.79840 3.62374 -0.25267
C -1.31240 3.87545 -1.52179
C -2.05141 5.02507 -1.77645
H -1.96608 6.42012 1.30634
H -0.62013 4.36367 1.74815
H -1.13775 3.16680 -2.32334
H -2.45674 5.23156 -2.75905

***

# 3
79
Properties=species:S:1:pos:R:3 method="wB97M-V/def2-TZVPD" charge=-2 e_tot_ev=-108544.5472 homo_ev="-0.8362 / -0.8798" e_lumo_ev="3.687 / 3.687"
Fe 0.32670 1.61373 -1.13379
N -3.90363 1.37120 -2.16166
C -2.53374 1.26449 -1.89395
S -1.84354 2.41799 -0.81520
N -1.93096 0.29307 -2.50377
N -0.56127 0.25362 -2.23864
C 0.02464 -0.75296 -2.77458
C 1.44740 -1.03450 -2.73160
C 1.86817 -2.28636 -3.18886
C 3.20153 -2.64565 -3.24223
C 4.15416 -1.70174 -2.83618
C 3.77804 -0.45685 -2.38959
C 2.40930 -0.06420 -2.29963
O 2.10189 1.09841 -1.86686
H -4.40932 1.81767 -1.41324
H -4.30330 0.49446 -2.46495
H -0.60715 -1.46030 -3.31269
H 1.10504 -2.99706 -3.49790
H 3.49911 -3.62989 -3.58249
H 5.20939 -1.95797 -2.86857
H 4.51293 0.27192 -2.06820
C -2.02695 -3.96937 2.57802
C -3.25174 -3.25131 2.07984
C -4.50518 -3.74592 2.43686
C -5.67806 -3.12456 2.03295
C -5.60809 -1.97685 1.25850
C -4.36471 -1.48449 0.88775
C -3.17590 -2.10239 1.27912
P -1.65272 -1.28508 0.60205
C -0.73331 -2.81305 0.06673
C -1.39175 -3.40308 -1.02142
C -0.91059 -4.53082 -1.66025
C 0.29047 -5.08597 -1.23767
C 0.96636 -4.50067 -0.18314
C 0.47957 -3.37653 0.49093
C 1.29420 -2.86361 1.64837
C -0.92847 -0.49571 2.06209
C -1.55157 -0.47322 3.30825
C -1.10768 0.33703 4.34168
C -0.00982 1.17114 4.09261
C 0.61916 1.16681 2.87135
C 0.20405 0.33082 1.79548
C 0.91056 0.32551 0.56743
H -2.25861 -4.51442 3.49541
H -1.21473 -3.27275 2.78289
H -1.66281 -4.68303 1.83449
H -4.55706 -4.63439 3.05863
H -6.63800 -3.53151 2.33025
H -6.51155 -1.46968 0.94062
H -4.29353 -0.59365 0.27377
H -2.30421 -2.93741 -1.38213
H -1.45483 -4.95652 -2.49535
H 0.70231 -5.95720 -1.73399
H 1.90952 -4.92480 0.14640
H 1.82985 -3.69070 2.12035
H 0.68188 -2.36524 2.39557
H 2.02509 -2.12977 1.30524
H -2.42913 -1.09033 3.47490
H -1.61504 0.34372 5.29876
H 0.35003 1.83472 4.87368
H 1.46185 1.82584 2.69191
H 0.87199 -0.57559 -0.04054
H 1.88333 0.80478 0.58797
O 1.23008 3.22907 -0.26956
C 1.32087 3.93846 -1.30734
O 0.87969 3.63578 -2.42902
C 2.03394 5.27232 -1.15758
C 2.26780 6.05577 -2.27982
C 2.92679 7.27503 -2.17519
C 3.35555 7.72842 -0.93927
C 3.10882 6.93322 0.16844
C 2.46058 5.71456 0.08814
N 3.56610 7.42095 1.48643
O 4.15039 8.49313 1.52659
O 3.33336 6.74050 2.46240
H 1.91429 5.67521 -3.22948
H 3.10879 7.87574 -3.05762
H 3.86891 8.67038 -0.81938
H 2.28446 5.10162 0.96043

***

# 4
82
Properties=species:S:1:pos:R:3 method="wB97M-V/def2-TZVPD" charge=+1 e_tot_ev=-74776.6885 homo_ev="-10.4632 / -10.4521" multiplicity=2 e_lumo_ev="-3.856 / -5.742"
Ir 0.91457 0.76339 0.42977
C 3.91910 3.44534 -0.77269
O 3.24182 2.26278 -1.19163
C 2.42251 2.36819 -2.25951
C 2.48208 3.41308 -3.17548
C 1.62775 3.43683 -4.26755
C 0.70166 2.42329 -4.46908
C 0.63902 1.37963 -3.56599
C 1.48996 1.34469 -2.46689
N 1.28923 0.32108 -1.49013
N 1.06037 -0.81084 -2.01822
C 0.74574 -1.92052 -1.29828
C 0.92405 -2.09846 0.13551
O 1.18512 -1.15291 0.92914
C 0.86367 -3.42019 0.69513
C 0.51079 -4.46580 -0.07081
C 0.21678 -4.32101 -1.47499
C -0.17799 -5.42226 -2.23548
C -0.43300 -5.28740 -3.58516
C -0.28782 -4.04248 -4.20242
C 0.10516 -2.94426 -3.47268
C 0.35799 -3.05848 -2.09275
H 3.21181 4.26797 -0.65547
H 4.70637 3.71930 -1.47613
H 4.36451 3.21920 0.19173
H 3.20192 4.20697 -3.04616
H 1.68913 4.26136 -4.96524
H 0.02526 2.45299 -5.31128
H -0.10272 0.59861 -3.66987
H 1.06803 -3.51114 1.75240
H 0.43546 -5.45377 0.36768
H -0.27671 -6.38663 -1.75337
H -0.73829 -6.14673 -4.16655
H -0.48210 -3.94083 -5.26144
H 0.22776 -1.98540 -3.95407
N -1.32814 -4.72785 3.63441
C -1.19211 -3.34521 3.67822
C -1.99953 -2.53420 2.87488
C -1.80263 -1.16809 2.83783
C -0.80604 -0.59567 3.61709
C -0.00421 -1.38332 4.43268
C -0.19413 -2.75219 4.45885
S -0.49780 1.12559 3.49496
O -1.59613 1.71523 2.78639
O -0.05858 1.62637 4.75635
N 0.75876 1.21255 2.43314
C 2.08502 1.13493 2.68750
N 2.68109 1.07045 1.46296
C 3.99362 0.88518 1.38487
C 4.74202 0.84995 2.54293
C 4.04987 0.95257 3.74592
N 2.73095 1.07344 3.84057
H -2.25417 -5.05329 3.40188
H -0.95802 -5.21593 4.43593
H -2.77845 -2.98723 2.27231
H -2.41940 -0.53318 2.21581
H 0.75385 -0.91587 5.04912
H 0.42434 -3.37205 5.09722
H 4.41415 0.77306 0.39448
H 5.81296 0.72244 2.51732
H 4.58594 0.91320 4.68770
C -5.75441 -0.49882 -0.72691
O -5.54085 0.90530 -0.80435
C -4.29461 1.36506 -0.65696
C -4.16350 2.77312 -0.70890
C -2.93304 3.32374 -0.57803
C -1.74755 2.55284 -0.38007
C -0.50258 3.23337 -0.26680
C -0.36277 4.71449 -0.46766
O 0.61426 2.69906 0.00907
C -1.91062 1.13194 -0.29254
O -0.95623 0.27024 -0.07371
C -3.18981 0.56816 -0.46040
H -6.82023 -0.64576 -0.86688
H -5.45550 -0.88060 0.25116
H -5.20513 -1.01883 -1.51420
H -5.05009 3.37530 -0.84303
H -2.86151 4.39922 -0.60221
H -1.14191 5.17145 -1.06383
H 0.59991 4.89330 -0.94440
H -0.33996 5.18891 0.51595
H -3.25611 -0.50796 -0.39866